# C36H73Br2O13P

C36H73Br2O13P as an isolated structure (ωB97M-V/def2-TZVPD, OMol25).

Properties
LUMO energy	0.295	eV
multiplicity	1
total energy	-214498.014	eV
orbital gap	8.489	eV
highest occupied orbital energy	-8.19	eV
charge	0

Each line ends with the Mulliken charge.
Cartesian coordinates (Å):
C1 1.964 -7.288 -0.707  -1.5457
C2 2.792 -6.039 -0.816  0.7207
C3 4.031 -6.031 -1.447  -1.1234
C4 4.772 -4.860 -1.497  -0.8146
C5 4.317 -3.659 -0.966  0.0973
C6 5.224 -2.448 -1.026  0.5352
C7 4.896 -1.495 -2.177  -1.2991
C8 5.370 -1.680 0.287  -1.8061
C9 3.046 -3.666 -0.389  1.1826
O1 2.587 -2.467 0.104  -0.0469
C10 1.203 -2.224 0.294  -1.5918
P1 0.670 -0.698 -0.645  2.5421
C11 1.957 0.595 -0.765  -2.0515
C12 -1.082 -0.464 -1.180  -0.8999
C13 -2.060 -1.442 -0.476  -0.2538
C14 -2.988 -2.184 -1.448  -0.7891
C15 -4.418 -2.212 -0.971  0.3716
O2 -4.754 -2.141 0.170  -0.5328
O3 -5.353 -2.310 -1.969  -0.4715
C16 0.097 0.088 1.059  -1.8947
O4 1.219 0.370 1.900  -0.1986
O5 0.948 -0.055 3.247  -0.4208
C17 1.212 -1.483 -2.350  -0.4633
Br1 0.237 -3.144 -2.693  -0.0487
C18 1.091 -0.450 -3.517  0.2743
C19 2.429 -0.207 -4.197  -1.3631
Br2 -0.199 -0.953 -4.891  -0.1254
C20 2.315 -4.845 -0.288  -0.8284
H1 2.243 -8.018 -1.461  0.3823
H2 2.059 -7.727 0.285  0.3201
H3 0.910 -7.047 -0.839  0.3260
H4 4.412 -6.943 -1.883  0.3748
H5 5.747 -4.876 -1.966  0.4178
H6 6.219 -2.850 -1.226  0.6538
H7 4.088 -0.814 -1.907  0.0596
H8 4.643 -2.045 -3.081  0.3556
H9 5.767 -0.877 -2.392  0.5606
H10 4.460 -1.167 0.577  0.1452
H11 5.745 -2.323 1.080  0.4482
H12 6.137 -0.917 0.130  0.5017
H13 1.039 -2.061 1.356  0.3685
H14 0.569 -3.047 -0.012  0.6073
H15 2.346 0.744 -1.766  0.4975
H16 1.551 1.541 -0.417  0.5363
H17 2.781 0.288 -0.126  0.2320
H18 -1.212 -0.563 -2.254  0.2466
H19 -1.384 0.548 -0.918  0.5364
H20 -1.536 -2.159 0.153  0.3011
H21 -2.693 -0.875 0.202  0.4055
H22 -2.935 -1.811 -2.468  0.3633
H23 -2.690 -3.235 -1.506  0.3317
H24 -5.152 -3.065 -2.535  0.3333
H25 -0.451 1.021 0.887  0.7566
H26 -0.579 -0.569 1.607  0.6930
H27 1.500 -0.845 3.314  0.3430
H28 2.243 -1.825 -2.330  -0.3156
H29 0.671 0.465 -3.108  0.3549
H30 3.039 0.492 -3.629  0.3564
H31 2.273 0.228 -5.181  0.5347
H32 2.951 -1.149 -4.343  0.2962
H33 1.349 -4.844 0.191  0.5255
C21 -6.350 -2.147 -7.749  -0.7095
O6 -6.581 -0.843 -7.255  -0.3761
C22 -6.780 -0.790 -5.851  -0.6291
C23 -5.546 -0.313 -5.123  -0.4536
O7 -4.479 -1.244 -5.225  -0.2782
C24 -3.498 -0.871 -6.175  -0.8263
H34 -6.049 -2.050 -8.791  0.2467
H35 -5.556 -2.654 -7.194  0.2945
H36 -7.263 -2.751 -7.703  0.3308
H37 -7.080 -1.771 -5.470  0.3161
H38 -7.596 -0.087 -5.661  0.3964
H39 -5.783 -0.201 -4.063  0.3848
H40 -5.239 0.663 -5.513  0.3681
H41 -2.920 -0.015 -5.814  0.3020
H42 -3.942 -0.627 -7.143  0.3549
H43 -2.828 -1.721 -6.295  0.2461
C25 -3.199 2.883 2.284  -0.7522
O8 -3.129 2.711 0.878  -0.1193
C26 -4.130 3.423 0.172  -0.4282
C27 -3.586 4.693 -0.442  -0.6108
O9 -3.207 5.634 0.549  -0.3230
C28 -1.813 5.690 0.781  -0.6424
H44 -2.299 2.447 2.714  0.2780
H45 -3.247 3.940 2.551  0.1950
H46 -4.073 2.368 2.695  0.3246
H47 -4.970 3.659 0.833  0.2476
H48 -4.500 2.772 -0.626  0.3552
H49 -4.366 5.155 -1.055  0.3975
H50 -2.738 4.457 -1.092  0.3236
H51 -1.293 6.152 -0.066  0.3115
H52 -1.395 4.696 0.961  0.2096
H53 -1.656 6.306 1.664  0.2513
C29 10.175 0.241 4.364  -0.6963
O10 8.882 0.098 4.918  -0.3731
C30 7.844 0.101 3.953  -0.6342
C31 7.336 -1.293 3.668  -0.1734
O11 8.315 -2.089 3.022  -0.3287
C32 8.962 -3.007 3.883  -0.7783
H54 10.891 0.059 5.163  0.2428
H55 10.349 -0.475 3.557  0.3059
H56 10.327 1.257 3.982  0.3190
H57 8.185 0.569 3.024  0.3407
H58 7.022 0.702 4.355  0.3765
H59 6.475 -1.225 2.996  0.1749
H60 7.004 -1.766 4.597  0.3498
H61 8.282 -3.816 4.174  0.3134
H62 9.340 -2.516 4.783  0.3387
H63 9.797 -3.434 3.331  0.2498
C33 -5.499 5.643 3.519  -0.6860
O12 -5.258 4.850 4.668  -0.3678
C34 -4.331 5.427 5.572  -0.3920
C35 -5.020 6.058 6.759  -0.6367
O13 -5.791 7.187 6.385  -0.3715
C36 -7.179 6.927 6.301  -0.6934
H64 -6.335 5.195 2.983  0.2409
H65 -5.758 6.672 3.780  0.3743
H66 -4.625 5.652 2.860  0.2402
H67 -3.712 6.172 5.062  0.3112
H68 -3.676 4.625 5.928  0.3775
H69 -4.261 6.398 7.470  0.3853
H70 -5.647 5.314 7.262  0.3342
H71 -7.610 6.778 7.297  0.3265
H72 -7.387 6.047 5.686  0.2965
H73 -7.644 7.799 5.845  0.2436